Computed, not measured: a structure of composition C47H69GeN2O12SeSn, with ωB97M-V/def2-TZVPD.

XYZ file:
```
133
Properties=species:S:1:pos:R:3:forces:R:3:lowdin_charge:R:1
Sn -1.350 1.107 -0.436 0.667 0.254 0.031 1.549
C -4.300 1.902 4.388 0.037 0.001 -0.159 -0.092
C -3.380 0.909 3.659 -0.129 0.059 0.228 -0.728
C -2.039 0.858 4.398 -0.041 0.055 -0.173 -0.027
C -4.038 -0.478 3.680 0.059 0.100 -0.100 -0.041
O -3.133 1.286 2.330 -0.005 0.035 -0.037 -0.344
Ge -4.115 2.480 1.266 0.037 -0.090 -0.054 0.912
O -2.523 3.215 0.523 0.013 -0.336 -0.212 -0.433
C -1.943 4.444 0.895 0.171 0.345 0.147 -0.709
C -2.907 5.593 0.575 -0.061 -0.195 -0.030 -0.057
C -1.604 4.436 2.391 -0.093 -0.180 -0.101 -0.041
C -0.668 4.603 0.065 -0.209 -0.166 -0.058 -0.030
O -4.042 1.296 -0.190 -0.069 0.008 0.074 -0.448
C -5.117 0.879 -0.998 -0.225 0.007 -0.128 -0.724
C -6.083 0.016 -0.178 0.125 0.025 0.044 -0.051
C -4.520 0.057 -2.143 0.153 0.082 0.231 -0.040
C -5.860 2.090 -1.575 0.126 0.019 0.083 -0.056
H -4.438 1.606 5.432 0.013 0.002 -0.008 0.075
H -5.275 1.945 3.897 0.014 0.023 0.077 0.050
H -3.861 2.904 4.354 -0.046 -0.038 0.056 0.064
H -2.171 0.577 5.447 0.002 0.005 -0.022 0.077
H -1.559 1.838 4.341 0.005 -0.041 0.033 0.080
H -1.376 0.138 3.918 0.077 -0.044 -0.022 0.065
H -4.150 -0.855 4.701 -0.018 0.013 -0.027 0.075
H -3.422 -1.173 3.107 -0.005 -0.038 0.002 0.059
H -5.024 -0.423 3.207 0.036 -0.035 0.013 0.076
H -3.814 5.494 1.177 0.007 0.066 -0.021 0.054
H -3.188 5.534 -0.479 0.014 0.057 0.024 0.086
H -2.448 6.566 0.774 -0.001 -0.030 0.014 0.076
H -2.525 4.390 2.982 0.049 0.041 -0.005 0.063
H -1.038 5.325 2.681 -0.011 0.005 -0.004 0.083
H -1.017 3.540 2.608 -0.080 0.055 0.016 0.058
H -0.920 4.555 -0.998 0.022 0.052 0.047 0.082
H 0.006 3.773 0.281 0.074 0.072 0.067 0.051
H -0.166 5.548 0.283 0.044 -0.010 0.015 0.086
H -5.529 -0.802 0.289 -0.040 0.015 -0.031 0.083
H -6.879 -0.399 -0.804 0.009 0.022 0.018 0.074
H -6.537 0.621 0.614 -0.004 -0.042 -0.006 0.065
H -3.903 -0.744 -1.728 -0.086 -0.003 -0.082 0.064
H -3.873 0.700 -2.745 -0.038 -0.050 -0.047 0.082
H -5.300 -0.372 -2.778 0.002 0.032 -0.015 0.081
H -6.341 2.654 -0.771 -0.010 0.009 -0.039 0.056
H -6.623 1.780 -2.296 0.010 0.003 0.014 0.077
H -5.141 2.744 -2.075 -0.056 -0.030 -0.027 0.085
C 2.996 -3.290 4.687 0.017 0.032 -0.046 -0.073
C 3.609 -1.916 4.407 0.010 0.045 0.032 -0.562
C 3.707 -1.171 5.750 0.016 -0.063 -0.025 -0.057
C 5.020 -2.124 3.839 -0.016 -0.013 0.013 -0.053
C 2.756 -1.095 3.441 0.101 -0.026 0.065 -0.195
C 1.600 -1.567 2.858 -0.029 -0.039 -0.056 -0.094
C 0.811 -0.738 2.069 -0.100 0.372 -0.137 -0.399
Se -0.775 -1.416 1.252 -0.297 -0.134 0.077 1.133
C -0.048 -2.458 -0.171 -0.026 0.115 0.197 -0.355
C 0.905 -3.419 0.058 0.162 0.095 -0.103 -0.044
C 1.406 -4.175 -1.002 -0.062 0.142 -0.007 -0.135
C 0.983 -3.847 -2.310 -0.012 -0.015 -0.001 0.014
C 0.028 -2.911 -2.608 0.218 -0.068 -0.193 -0.045
C -0.639 -2.250 -1.488 -0.084 -0.239 0.156 -0.379
O -1.699 -1.609 -1.591 0.129 0.062 -0.019 -0.053
C -0.230 -2.596 -4.087 -0.122 0.094 -0.059 -0.517
C 1.079 -2.029 -4.672 0.017 -0.006 0.065 -0.021
C -1.343 -1.568 -4.326 0.004 -0.055 0.113 -0.042
C -0.609 -3.876 -4.849 0.033 -0.037 0.103 -0.054
C 2.399 -5.308 -0.798 0.063 -0.119 0.032 -0.554
C 3.770 -4.885 -1.343 -0.033 0.057 -0.001 -0.036
C 1.911 -6.560 -1.547 -0.042 0.066 0.009 -0.053
C 2.545 -5.674 0.683 0.008 0.077 -0.060 -0.066
C 1.056 0.659 1.893 0.184 -0.317 0.216 -0.381
O 0.185 1.465 1.383 0.131 -0.031 -0.372 -0.252
C 2.350 1.096 2.387 -0.223 0.002 -0.092 -0.069
C 3.115 0.227 3.136 -0.002 -0.118 0.057 0.004
C 2.860 2.508 2.092 -0.079 0.072 -0.049 -0.528
C 1.990 3.541 2.823 0.074 -0.036 -0.026 -0.040
C 4.303 2.712 2.560 0.044 -0.006 -0.023 -0.084
C 2.825 2.758 0.576 0.003 -0.006 0.004 -0.030
H 3.621 -3.833 5.402 -0.014 0.004 -0.020 0.077
H 2.926 -3.890 3.776 -0.021 0.009 0.043 0.070
H 1.996 -3.188 5.115 0.016 -0.049 -0.032 0.087
H 4.281 -1.757 6.477 -0.018 0.040 -0.035 0.075
H 2.706 -0.996 6.150 0.035 0.001 0.023 0.088
H 4.193 -0.201 5.631 -0.010 -0.020 0.005 0.073
H 5.630 -2.719 4.528 -0.008 0.036 -0.022 0.075
H 5.523 -1.169 3.675 -0.012 -0.033 -0.024 0.076
H 4.968 -2.647 2.881 0.022 0.025 0.017 0.083
H 1.280 -2.592 3.001 -0.034 0.077 0.085 0.083
H 1.268 -3.560 1.067 -0.053 -0.069 -0.083 0.082
H 1.456 -4.366 -3.136 0.000 0.004 0.025 0.100
H 1.428 -1.172 -4.093 -0.022 -0.093 -0.063 0.074
H 0.916 -1.707 -5.704 -0.004 -0.007 0.021 0.090
H 1.875 -2.779 -4.669 -0.038 0.043 0.005 0.080
H -1.133 -0.637 -3.805 -0.021 0.096 -0.013 0.080
H -2.307 -1.934 -3.972 0.021 0.059 -0.026 0.084
H -1.416 -1.358 -5.396 0.062 -0.029 0.011 0.087
H 0.192 -4.620 -4.825 -0.052 0.019 -0.002 0.068
H -0.805 -3.629 -5.896 -0.004 -0.006 0.008 0.081
H -1.510 -4.328 -4.424 0.023 0.022 -0.038 0.087
H 3.710 -4.640 -2.406 0.026 0.000 0.032 0.082
H 4.497 -5.692 -1.213 -0.006 -0.002 -0.007 0.081
H 4.132 -3.999 -0.816 0.002 -0.021 -0.038 0.095
H 1.904 -6.408 -2.628 -0.011 -0.011 0.028 0.073
H 0.895 -6.816 -1.237 0.036 -0.036 -0.008 0.091
H 2.567 -7.408 -1.331 0.009 0.016 -0.006 0.078
H 3.007 -4.864 1.251 -0.040 -0.030 0.006 0.075
H 3.180 -6.558 0.780 0.016 0.015 0.005 0.080
H 1.571 -5.899 1.126 0.046 -0.013 0.033 0.091
H 4.061 0.586 3.527 -0.094 -0.035 -0.026 0.086
H 2.077 3.415 3.908 -0.019 0.006 -0.046 0.087
H 0.951 3.419 2.539 -0.054 0.007 -0.011 0.041
H 2.308 4.557 2.564 -0.009 -0.032 0.010 0.083
H 4.407 2.569 3.641 0.026 0.053 -0.063 0.073
H 4.602 3.738 2.331 0.007 -0.014 -0.017 0.078
H 4.989 2.035 2.043 -0.013 0.026 0.066 0.088
H 1.811 2.684 0.195 0.003 -0.020 -0.024 0.057
H 3.423 2.016 0.044 0.016 -0.005 -0.001 0.090
H 3.217 3.755 0.343 -0.023 -0.031 0.046 0.085
O 2.771 0.415 -2.279 -0.311 0.044 0.072 -0.001
C 1.578 0.743 -2.282 0.214 0.052 -0.111 -0.617
O 0.713 0.423 -1.402 -0.127 -0.112 0.172 -0.172
C 1.074 1.516 -3.507 -0.184 -0.086 0.239 -0.049
C 1.870 1.510 -4.610 0.174 0.139 -0.331 0.039
C 1.445 2.071 -5.832 -0.212 -0.100 0.398 -0.163
C 0.151 2.533 -5.958 0.013 0.056 -0.182 0.058
C -0.691 2.549 -4.867 0.297 -0.124 0.321 -0.061
C -0.230 2.164 -3.531 -0.157 0.096 -0.195 -0.297
O -0.901 2.390 -2.502 -0.138 -0.013 0.172 -0.136
N -2.052 2.980 -5.116 -0.380 0.130 -0.250 -0.350
O -2.818 3.165 -4.188 0.214 -0.069 -0.052 0.069
O -2.399 3.132 -6.294 0.153 -0.025 0.265 0.002
N 2.327 2.125 -6.955 0.195 -0.051 -0.330 -0.374
O 3.460 1.668 -6.838 -0.133 0.040 0.051 0.030
O 1.928 2.629 -8.005 -0.009 -0.049 0.163 0.016
H 2.846 1.050 -4.539 0.016 0.016 0.069 0.124
H -0.206 2.887 -6.911 -0.033 0.022 -0.027 0.120
```
Positions in Å, forces in eV/Å.

For the LUMO energy (alpha / beta), the calculation gives 3.63 / 2.35 eV. For the HOMO-LUMO gap (alpha / beta), the calculation gives 6.0 / 4.8 eV. Its spin multiplicity is 2. As for the expectation value of S²: 0.791. Its energy above the lowest of the compared OMol25 structures with the same formula, charge and spin is 14.4 kcal per mole. As for the HOMO energy (alpha / beta): -2.402 / -2.429 eV. The charge is -2.

***

Computed, not measured: a cluster of 14 separate species, C4H36NO15 in total at a distorted geometry, with ωB97M-V/def2-TZVPD.

XYZ file:
```
56
Properties=species:S:1:pos:R:3:forces:R:3:lowdin_charge:R:1
C 0.620 0.462 -1.559 -1.207 -0.018 0.111 -0.157
C 0.130 1.461 -2.697 0.831 -2.054 -0.681 -0.431
C 0.983 1.303 -3.963 -0.911 -1.303 -0.893 -0.053
O 0.356 2.727 -2.229 -0.984 2.026 1.213 -0.068
N 0.176 1.006 -0.269 1.185 0.420 -0.775 -0.029
C 1.222 1.293 0.759 -3.343 -0.111 0.722 -0.293
O 0.756 0.743 1.952 0.524 -0.350 0.596 -0.163
H 1.715 0.353 -1.663 -0.499 0.292 0.341 0.097
H 0.238 -0.564 -1.557 -0.157 0.080 -0.948 0.098
H -0.899 1.349 -3.070 -0.073 -0.314 0.923 0.137
H 1.574 2.190 -4.167 0.126 0.054 -0.134 0.075
H 1.591 0.384 -3.944 0.165 0.461 0.173 0.083
H 0.290 1.116 -4.819 0.628 0.482 0.356 0.086
H -0.207 2.819 -1.415 0.816 -0.206 -0.793 0.106
H -0.601 0.484 0.109 0.254 -0.091 0.400 0.113
H 1.157 2.380 0.935 0.793 -0.042 -0.181 0.120
H 2.183 0.948 0.431 0.490 -0.206 -0.048 0.072
H 2.539 2.240 -2.545 -0.231 0.186 0.366 0.003
H 2.384 2.354 -1.003 -0.342 0.325 -0.389 0.011
O 3.020 2.240 -1.713 1.367 -0.159 0.245 -0.044
H 1.473 -2.321 1.130 0.007 0.712 -0.263 -0.007
H 2.346 -1.724 -0.122 0.112 0.083 0.676 0.011
O 1.930 -2.510 0.253 0.194 -0.762 -0.688 -0.093
H -0.643 -1.423 2.755 -0.122 0.321 1.006 -0.009
H -2.115 -1.533 3.582 0.666 0.120 -0.333 0.063
O -1.425 -0.942 3.232 -0.510 -0.476 0.671 -0.136
H 3.849 0.479 -0.470 0.126 0.157 -0.304 0.009
H 4.628 -0.173 0.669 0.048 -0.049 0.115 0.052
O 4.018 -0.371 -0.045 -0.003 -0.002 -0.152 -0.045
H 1.248 -1.935 3.074 -0.080 -0.010 0.199 0.040
H 0.822 -0.354 2.112 0.067 0.893 -0.612 0.037
O 0.733 -1.696 2.300 0.234 -0.297 0.046 -0.245
H 1.968 2.215 3.415 -0.381 -0.813 -0.551 0.020
H 2.848 0.883 3.194 -0.982 0.321 -0.293 0.017
O 2.757 1.727 3.643 1.527 0.526 1.036 -0.066
H -3.725 0.584 1.539 0.461 0.285 -0.063 -0.011
H -4.376 -0.706 1.071 0.310 -0.273 0.196 0.000
O -4.494 0.031 1.673 -0.880 0.009 -0.039 -0.064
H -2.159 -1.499 -1.771 -0.295 0.151 0.942 0.001
H -3.723 -1.149 -1.633 0.470 -0.059 0.668 0.041
O -2.981 -1.311 -2.213 -0.530 0.702 -1.967 -0.052
H -2.520 -3.398 -1.923 -0.021 -0.020 0.101 0.043
H -1.199 -3.067 -1.210 0.212 -0.678 -0.187 0.002
O -2.087 -3.444 -1.065 -0.009 -0.490 0.267 -0.093
H -1.393 3.106 0.455 0.146 -0.412 0.073 -0.017
H -2.417 2.870 1.588 0.181 -0.151 -0.244 -0.013
O -2.174 3.473 0.866 -0.351 0.927 -0.176 -0.080
H -1.858 -2.113 1.800 0.218 -0.211 -0.425 -0.013
H -2.662 -3.003 0.707 0.689 0.319 0.148 0.014
O -2.694 -2.303 1.379 -1.383 -0.321 -0.394 -0.066
H 1.009 -2.991 -0.966 0.419 0.102 -0.115 -0.005
H 0.938 -2.831 -2.557 0.187 0.107 0.160 0.039
O 0.500 -3.211 -1.794 -0.518 -0.143 -0.193 -0.092
H -1.186 1.411 2.445 -0.512 0.015 -0.299 0.048
H -2.290 0.546 2.890 -0.005 -0.009 -0.148 0.022
O -2.173 1.396 2.422 0.878 -0.046 0.537 -0.116
```
Positions in Å, forces in eV/Å.

For the LUMO energy, the calculation gives 2.56 eV. For the HOMO-LUMO gap, the calculation gives 9.0 eV. Its spin multiplicity is 1. Its energy above the lowest of the compared OMol25 structures with the same formula, charge and spin is 24.5 kcal per mole. As for the HOMO energy: -6.390 eV. The charge is -1.

***

Computed, not measured: a cluster of 2 separate species, C4H12 in total at a distorted geometry, with ωB97M-V/def2-TZVPD.

XYZ file:
```
16
Properties=species:S:1:pos:R:3:forces:R:3:lowdin_charge:R:1
C -1.926 1.357 -0.148 -0.712 -0.389 0.469 -0.171
C -2.286 0.054 0.622 -0.160 0.977 -0.922 -0.160
H -1.360 1.250 -1.068 0.361 0.050 0.176 0.053
H -2.870 1.849 -0.381 -0.072 -0.062 -0.477 0.052
H -1.508 2.049 0.583 0.651 -0.002 -0.287 0.060
H -2.622 -0.777 0.002 0.124 0.114 -0.223 0.059
H -3.163 0.430 1.135 -0.018 -0.751 0.994 0.054
H -1.474 -0.295 1.253 -0.156 0.058 0.269 0.048
C 2.868 -0.814 -0.540 0.090 0.919 1.469 -0.167
C 1.426 -0.617 -0.079 0.856 -1.063 1.751 -0.186
H 3.596 -0.559 0.240 -0.292 0.110 0.250 0.059
H 3.068 -1.869 -0.690 0.046 0.073 -1.036 0.064
H 3.075 -0.055 -1.292 0.218 -0.795 -0.773 0.063
H 0.777 -1.111 -0.754 -1.096 0.709 -1.305 0.050
H 1.192 -1.250 0.774 0.512 -0.295 0.585 0.056
H 1.208 0.359 0.344 -0.351 0.348 -0.940 0.066
```
Positions in Å, forces in eV/Å.

For the LUMO energy, the calculation gives 1.14 eV. For the HOMO-LUMO gap, the calculation gives 12.5 eV. Its spin multiplicity is 1. Its energy above the lowest of the compared OMol25 structures with the same formula, charge and spin is 16.9 kcal per mole. As for the HOMO energy: -11.359 eV. As for the SMILES: CC.CC. The charge is 0.